Record 1
ORCA calculation (wB97M-V/def2-TZVPD) on a cluster of 7 separate species, C15H47BO6 in total.

Properties
* LUMO: 0.4 eV
* charge: 0
* multiplicity: 1
* orbital gap: 9.856 eV
* energy relative to the best compared isomer or geometry (same formula, charge and spin): 10.05 kcal/mol

Last column: Mulliken charge in e.
Atoms and positions in Å:
O: -7.258 -39.131 15.600  0.49
H: -7.799 -39.405 14.730  0.19
H: -6.990 -39.939 16.124  0.13
H: -7.817 -38.516 16.151  0.42
B: -9.089 -39.868 13.599  0.15
H: -7.927 -39.773 13.315  -0.37
H: -9.564 -38.817 13.908  -0.32
H: -9.673 -40.271 12.643  -0.23
H: -9.181 -40.653 14.505  -0.14
C: -5.422 -38.032 12.544  -0.96
C: -3.967 -37.760 12.884  1.11
C: -2.933 -38.277 11.899  -1.62
O: -3.835 -36.335 13.029  -0.55
H: -5.717 -37.428 11.684  0.39
H: -6.085 -37.831 13.380  0.01
H: -5.589 -39.068 12.231  0.18
H: -3.729 -38.276 13.826  -0.17
H: -1.914 -38.161 12.280  0.44
H: -2.975 -37.802 10.915  0.46
H: -3.034 -39.361 11.783  0.37
H: -3.145 -35.989 12.462  0.34
C: -9.219 -36.225 18.613  -1.07
C: -8.741 -36.056 17.169  0.63
C: -7.253 -35.831 17.070  -1.36
O: -9.075 -37.309 16.472  -0.60
H: -8.876 -35.359 19.192  0.40
H: -8.885 -37.177 19.025  0.00
H: -10.304 -36.227 18.763  0.37
H: -9.275 -35.234 16.679  0.31
H: -6.964 -34.841 17.428  0.46
H: -6.935 -35.915 16.031  0.35
H: -6.681 -36.531 17.685  0.19
H: -10.029 -37.239 16.347  0.24
C: -9.232 -43.677 12.078  -1.31
C: -8.282 -43.547 13.241  0.79
C: -7.361 -44.761 13.405  -1.30
O: -7.341 -42.454 12.951  -0.65
H: -10.036 -44.404 12.230  0.38
H: -8.741 -43.939 11.140  0.31
H: -9.740 -42.721 11.918  0.32
H: -8.762 -43.298 14.194  0.25
H: -6.576 -44.538 14.124  0.24
H: -6.936 -44.986 12.426  0.32
H: -7.925 -45.647 13.707  0.40
H: -7.929 -41.658 13.005  0.07
C: -4.174 -40.806 14.951  -1.14
C: -4.817 -42.096 15.426  0.66
C: -4.410 -42.479 16.835  -1.50
O: -6.259 -41.860 15.528  -0.34
H: -3.098 -40.928 14.779  0.48
H: -4.313 -40.004 15.678  0.23
H: -4.555 -40.460 13.989  0.09
H: -4.629 -42.941 14.756  0.46
H: -4.778 -43.461 17.138  0.38
H: -4.695 -41.741 17.576  0.14
H: -3.321 -42.618 16.918  0.42
H: -6.662 -42.191 14.692  0.09
C: -9.040 -40.526 18.493  -1.05
C: -7.850 -40.008 19.267  0.78
C: -7.201 -41.096 20.111  -1.58
O: -6.861 -39.561 18.289  -0.40
H: -9.816 -39.771 18.346  0.25
H: -9.528 -41.367 18.990  0.41
H: -8.796 -40.904 17.498  0.14
H: -8.076 -39.164 19.927  0.15
H: -7.893 -41.503 20.850  0.42
H: -6.295 -40.726 20.604  0.40
H: -6.839 -41.927 19.500  0.31
H: -6.134 -39.226 18.830  0.17


Record 2
ORCA calculation (wB97M-V/def2-TZVPD) on a cluster of 9 separate species, C15H48O9S6 in total.

Properties
* LUMO (spin up / spin down): -3.4 / -8.2 eV
* charge: +1
* multiplicity: 2
* orbital gap (spin up / spin down): 7.607 / 2.830 eV
* ⟨S²⟩: 0.757

Last column: Mulliken charge in e.
Atoms and positions in Å:
C: 4.074 -1.608 1.661  -0.40
O: 3.762 -0.962 0.452  -0.57
H: 5.144 -1.803 1.586  0.31
H: 3.865 -0.988 2.532  0.20
H: 3.534 -2.548 1.775  0.10
H: 2.815 -0.803 0.430  0.45
C: 1.950 1.045 -2.902  -0.50
O: 1.922 1.361 -1.525  -0.28
H: 2.940 0.680 -3.175  0.31
H: 1.250 0.227 -3.074  0.06
H: 1.898 1.938 -3.525  0.26
H: 1.742 0.523 -1.092  0.13
C: 0.491 -2.709 3.502  -0.19
O: 1.665 -3.356 3.847  -0.57
H: 0.440 -1.675 3.843  0.18
H: 0.417 -2.759 2.415  -0.07
H: -0.423 -3.152 3.897  0.35
H: 1.781 -4.074 3.221  0.45
C: 1.529 1.893 2.972  -0.67
S: 1.243 2.738 1.341  1.14
O: 0.877 4.176 1.751  -0.35
C: 3.023 2.635 0.907  -1.11
H: 1.865 0.871 2.795  0.17
H: 0.606 1.893 3.553  0.05
H: 2.294 2.413 3.548  0.52
H: 3.375 1.608 0.811  0.33
H: 3.599 3.113 1.700  0.55
H: 3.169 3.233 0.008  0.35
C: -1.875 3.957 5.899  -0.91
S: -3.295 3.188 4.891  0.48
O: -4.365 4.260 4.850  -0.59
C: -2.440 3.312 3.284  -0.57
H: -1.566 4.977 5.666  0.31
H: -1.095 3.204 5.795  0.28
H: -2.108 3.997 6.963  0.37
H: -3.032 2.966 2.437  0.37
H: -1.464 2.826 3.289  -0.17
H: -2.259 4.379 3.153  0.41
C: -2.770 -1.315 -4.440  -0.66
S: -2.800 -3.179 -4.164  0.56
O: -4.007 -3.697 -4.920  -0.64
C: -1.374 -3.593 -5.304  -0.91
H: -3.654 -0.943 -3.922  0.31
H: -2.742 -1.022 -5.490  0.45
H: -1.846 -0.967 -3.978  -0.03
H: -1.782 -3.635 -6.314  0.37
H: -1.060 -4.607 -5.055  0.31
H: -0.589 -2.843 -5.205  0.28
C: -1.267 4.698 -3.612  -0.97
S: -2.100 3.360 -2.562  0.40
O: -1.495 2.043 -3.021  -0.52
C: -1.258 3.844 -0.973  -0.34
H: -0.197 4.487 -3.612  0.26
H: -1.409 5.708 -3.227  0.39
H: -1.607 4.604 -4.644  0.35
H: -0.228 3.491 -1.026  -0.09
H: -1.696 3.376 -0.091  0.03
H: -1.203 4.932 -0.945  0.46
C: -0.972 -0.828 -1.429  -1.17
S: -0.315 -1.090 0.310  0.32
O: 1.074 -0.514 0.383  -0.38
C: -1.392 0.139 1.086  -1.00
H: -0.411 -1.469 -2.109  0.49
H: -0.911 0.207 -1.765  0.15
H: -2.033 -1.077 -1.459  0.55
H: -1.423 1.065 0.511  0.01
H: -1.088 0.522 2.060  0.33
H: -2.418 -0.228 1.099  0.58
C: 0.986 -3.947 -0.925  -0.71
S: 1.685 -5.338 0.050  0.42
O: 1.262 -4.933 1.461  -0.65
C: 0.506 -6.628 -0.607  -0.98
H: 1.002 -4.142 -1.997  0.49
H: 1.455 -2.965 -0.879  0.05
H: -0.067 -3.894 -0.648  0.32
H: -0.468 -6.379 -0.185  0.31
H: 0.745 -7.626 -0.239  0.36
H: 0.523 -6.599 -1.696  0.36


Record 3
ORCA calculation (wB97M-V/def2-TZVPD) on a structure of composition C15H4BCl52O4.

Properties
* LUMO: 1.0 eV
* charge: -1
* multiplicity: 1
* orbital gap: 5.108 eV

Last column: Mulliken charge in e.
Atoms and positions in Å:
C: -5.427 -0.449 -0.021  -0.38
O: -5.293 0.902 0.481  -0.51
B: -4.365 1.683 -0.297  0.28
O: -3.150 2.171 0.367  -0.22
C: -4.551 2.128 -1.848  0.58
O: -3.700 1.752 -2.751  -0.65
O: -5.585 2.953 -2.298  -0.75
H: -5.195 -1.166 0.858  0.24
H: -6.530 -0.624 -0.325  0.24
H: -4.697 -0.713 -0.862  0.10
H: -3.417 2.965 0.899  0.17
C: -2.631 -3.083 -2.411  0.33
Cl: -2.264 -1.979 -3.750  -0.02
Cl: -4.290 -2.798 -1.848  -0.03
Cl: -2.475 -4.767 -2.969  -0.13
Cl: -1.495 -2.795 -1.076  -0.11
C: -0.531 4.501 0.733  0.21
Cl: -0.147 5.585 -0.621  -0.08
Cl: -2.192 4.809 1.286  -0.02
Cl: -0.390 2.816 0.203  -0.04
Cl: 0.602 4.800 2.071  -0.14
C: 1.233 -2.655 -5.909  0.26
Cl: -0.082 -3.512 -5.081  -0.02
Cl: 2.732 -3.607 -5.790  -0.10
Cl: 0.809 -2.430 -7.620  -0.03
Cl: 1.478 -1.070 -5.147  -0.11
C: -1.010 0.241 -10.208  0.35
Cl: -0.156 1.721 -10.697  -0.10
Cl: -2.403 -0.021 -11.280  -0.10
Cl: 0.096 -1.146 -10.325  -0.11
Cl: -1.575 0.410 -8.534  -0.05
C: 7.155 -2.802 -5.656  0.23
Cl: 5.407 -3.121 -5.631  -0.02
Cl: 7.975 -4.065 -6.602  -0.11
Cl: 7.457 -1.217 -6.398  -0.10
Cl: 7.783 -2.807 -3.995  -0.01
C: -2.564 9.101 -1.555  0.31
Cl: -3.648 9.013 -2.958  -0.09
Cl: -0.888 8.836 -2.083  -0.11
Cl: -2.700 10.705 -0.800  -0.12
Cl: -3.018 7.853 -0.377  -0.01
C: -4.037 4.262 4.888  0.31
Cl: -5.364 3.430 5.726  -0.08
Cl: -2.552 3.297 5.025  -0.09
Cl: -4.454 4.463 3.174  -0.06
Cl: -3.777 5.857 5.626  -0.11
C: -4.183 0.015 7.421  0.30
Cl: -5.510 -0.816 8.259  -0.07
Cl: -2.698 -0.952 7.560  -0.11
Cl: -4.599 0.216 5.706  -0.05
Cl: -3.922 1.610 8.161  -0.08
C: 11.972 -2.747 -3.407  0.28
Cl: 10.885 -2.825 -4.808  -0.03
Cl: 13.649 -2.987 -3.941  -0.11
Cl: 11.818 -1.157 -2.630  -0.04
Cl: 11.532 -4.018 -2.245  -0.10
C: 8.971 -0.095 0.230  0.34
Cl: 9.337 1.016 -1.107  -0.10
Cl: 7.293 0.176 0.780  -0.13
Cl: 9.140 -1.772 -0.330  -0.03
Cl: 10.110 0.196 1.561  -0.08
C: -5.142 -3.166 11.885  0.32
Cl: -4.521 -4.613 12.708  -0.10
Cl: -5.412 -1.877 13.077  -0.10
Cl: -3.962 -2.618 10.677  -0.03
Cl: -6.677 -3.556 11.078  -0.10
C: 8.026 -0.263 5.179  0.28
Cl: 6.680 -1.126 5.954  -0.10
Cl: 9.520 -1.207 5.366  -0.11
Cl: 7.676 -0.047 3.449  0.03
Cl: 8.230 1.327 5.945  -0.10
C: -6.878 -5.629 -0.028  0.32
Cl: -8.392 -6.328 -0.642  -0.11
Cl: -6.387 -6.485 1.450  -0.11
Cl: -5.608 -5.795 -1.258  -0.05
Cl: -7.125 -3.909 0.338  -0.07


multiplicity of number 3 (C15H4BCl52O4)? 1